1.
{"formula": "C14H8Cl2F6N4O6ReS2", "method": "the ωB97M-V functional and the def2-TZVPD basis", "lumo_ev": [-1.10, -0.92], "relative_energy_kcal_mol": 85.12, "orbital_gap_ev": [7.85, 8.01], "s_squared": 0.764, "total_energy_ha": -3602.6923, "fmax_ev_per_a": 0.3, "multiplicity": 2, "species": ["Re", "O", "N", "N", "O", "C", "C", "C", "C", "C", "C", "H", "H", "H", "H", "H", "F", "C", "F", "F", "S", "O", "O", "N", "S", "O", "O", "C", "F", "F", "F", "Cl", "C", "C", "C", "C", "C", "Cl", "C", "N", "H", "H", "H"], "positions_angstrom": [[0.16725, 1.36651, 0.02048], [-0.73808, -0.22916, 0.72540], [-1.04307, -1.35952, -0.02140], [0.79105, -0.97272, -1.38998], [0.84500, 0.42269, -1.47999], [1.26270, -1.53086, -2.63468], [2.17673, -0.82360, -3.40145], [2.69669, -1.41445, -4.54375], [2.30568, -2.69072, -4.91688], [1.39075, -3.38390, -4.13778], [0.86478, -2.81318, -2.98977], [2.47804, 0.16964, -3.10756], [3.41097, -0.86732, -5.14472], [2.71224, -3.14439, -5.81093], [1.07916, -4.38046, -4.42124], [0.15913, -3.35454, -2.37964], [0.82682, -1.34149, 2.81554], [1.11823, -2.18594, 1.84632], [2.02302, -1.66301, 1.04206], [1.58930, -3.31221, 2.36573], [-0.41318, -2.69930, 0.87825], [-0.62710, -1.29502, -1.31753], [-0.06195, -3.72985, -0.03928], [-1.34619, -2.90978, 2.05826], [-2.90662, -3.34080, 1.91624], [-3.20244, -4.31360, 2.90899], [-3.29966, -3.50669, 0.55452], [-3.70365, -1.78323, 2.50671], [-3.47482, -0.78172, 1.66136], [-3.23886, -1.44576, 3.70660], [-5.01416, -1.98886, 2.58900], [2.07874, 5.66444, -0.60924], [0.97605, 5.39768, 0.68490], [0.63442, 6.42790, 1.54752], [-0.25709, 6.21003, 2.58760], [-0.82662, 4.95868, 2.79071], [-0.46670, 3.95788, 1.92045], [-1.08693, 2.32353, 2.04357], [0.42195, 4.13225, 0.86014], [0.65826, 3.02739, 0.07160], [1.07336, 7.40383, 1.39568], [-0.51192, 7.02494, 3.25050], [-1.52128, 4.77469, 3.59771]], "forces_ev_per_angstrom": [[-0.13, -0.27, 0.01], [0.01, 0.16, -0.10], [0.03, -0.08, 0.08], [-0.05, -0.05, 0.06], [0.00, 0.09, -0.08], [-0.01, -0.04, -0.03], [0.00, -0.02, 0.01], [0.00, 0.00, 0.00], [0.01, 0.00, -0.01], [-0.01, 0.00, 0.01], [0.03, 0.00, -0.04], [0.00, 0.01, 0.00], [0.00, 0.00, 0.00], [0.00, 0.00, 0.00], [0.00, 0.00, 0.00], [0.00, 0.00, 0.00], [-0.01, 0.01, -0.02], [0.04, -0.02, 0.00], [0.01, 0.00, 0.03], [-0.01, -0.01, 0.00], [0.00, 0.00, 0.03], [0.04, -0.01, 0.00], [-0.01, 0.02, 0.00], [0.02, 0.02, -0.03], [-0.03, 0.00, -0.01], [0.01, -0.01, 0.01], [-0.01, 0.00, 0.00], [-0.01, 0.00, 0.00], [0.01, 0.00, 0.00], [0.00, 0.00, 0.01], [0.00, 0.00, 0.00], [0.01, 0.00, -0.01], [-0.01, 0.00, 0.01], [0.01, 0.00, -0.01], [-0.01, 0.00, 0.01], [0.00, 0.00, 0.01], [0.02, -0.02, -0.02], [-0.03, 0.02, 0.03], [0.00, 0.03, 0.02], [0.09, 0.15, 0.05], [0.00, 0.00, 0.00], [0.00, 0.00, 0.00], [0.00, 0.00, 0.00]], "mulliken_charge": [1.117, -0.680, 0.321, 0.484, -0.767, 0.427, -0.452, -0.491, -0.503, -0.719, -0.256, 0.424, 0.376, 0.386, 0.377, 0.404, -0.187, 0.708, -0.173, -0.205, 0.961, -0.320, -0.607, -0.552, 1.056, -0.606, -0.581, 0.698, -0.203, -0.228, -0.218, -0.183, 0.414, -0.656, -0.290, -0.928, 1.265, -0.128, -0.201, -0.503, 0.415, 0.372, 0.435]}

=====

2.
{"formula": "H24O12", "method": "the ωB97M-V functional and the def2-TZVPD basis", "lumo_ev": -0.03, "relative_energy_kcal_mol": 123.33, "orbital_gap_ev": 10.59, "total_energy_ha": -917.1288, "fmax_ev_per_a": 8.9, "species": ["O", "H", "H", "O", "H", "H", "O", "H", "H", "O", "H", "H", "O", "H", "H", "O", "H", "H", "O", "H", "H", "O", "H", "H", "O", "H", "H", "O", "H", "H", "O", "H", "H", "O", "H", "H"], "positions_angstrom": [[27.68701, 39.83777, 24.61629], [26.98550, 40.21413, 25.28494], [27.35255, 39.92732, 23.70493], [24.98505, 41.54444, 23.59544], [25.40366, 41.68997, 24.38597], [25.62038, 41.11309, 23.13737], [23.52995, 38.10851, 24.77803], [24.29975, 38.42009, 24.36765], [23.31987, 37.20238, 24.28931], [28.44771, 42.95242, 22.68981], [27.77043, 43.18553, 22.23679], [29.01442, 43.61972, 22.61722], [26.48854, 43.00454, 21.03440], [27.05743, 43.64905, 20.36797], [25.67794, 42.69798, 20.63448], [27.92649, 36.87719, 22.33764], [28.10564, 37.90816, 22.27697], [28.65622, 36.41243, 21.94678], [26.52290, 40.45872, 22.07395], [25.96982, 39.68281, 22.23226], [26.65233, 40.62335, 21.17412], [27.29612, 40.49891, 19.28373], [28.23351, 40.90701, 19.55580], [26.86484, 41.46220, 19.31896], [24.42694, 41.78016, 19.85498], [23.51810, 42.37148, 19.75473], [23.88523, 41.05736, 20.27199], [25.19464, 37.79241, 22.57747], [24.60832, 37.36333, 22.08118], [26.23469, 37.57537, 22.43623], [25.38312, 38.63755, 18.36312], [26.01025, 39.24437, 18.64605], [25.55158, 38.42676, 17.39939], [23.19428, 39.87651, 21.80337], [22.66517, 39.12046, 21.55843], [22.83313, 40.42605, 22.57639]], "forces_ev_per_angstrom": [[-1.76, 0.69, 1.89], [2.00, -1.18, -2.39], [0.01, 0.55, 0.63], [-5.17, 1.77, 0.59], [1.12, 1.02, 3.28], [2.91, -1.57, -2.95], [-2.97, -3.57, -0.22], [1.82, 0.50, -1.25], [0.93, 3.09, 1.65], [3.99, -6.15, 5.07], [-7.54, 1.85, -4.45], [4.00, 4.18, -0.10], [3.54, 2.99, -2.27], [-2.81, -2.52, 2.30], [-1.04, -0.04, -0.64], [-0.50, 3.67, 0.33], [0.14, -3.30, 0.11], [0.57, -0.01, -0.40], [0.68, -1.39, 2.36], [-0.45, -0.40, -0.88], [0.23, 0.05, -2.34], [2.10, 5.29, 1.20], [-2.49, -2.04, -0.83], [0.45, -3.05, -0.33], [-5.19, 1.56, -0.11], [3.77, -1.46, -0.02], [1.34, -0.21, 0.19], [7.29, 3.12, 3.49], [-2.87, -2.97, -3.63], [-4.08, -0.48, -0.03], [-2.06, -2.54, -2.48], [2.08, 1.81, 0.56], [-0.13, 0.59, 1.90], [0.08, 1.90, 0.82], [-0.60, 0.04, 0.51], [0.61, -1.74, -1.58]], "mulliken_charge": [-0.664, 0.289, 0.296, -0.587, 0.315, 0.389, -0.648, 0.352, 0.294, -0.481, 0.344, 0.247, -0.734, 0.318, 0.345, -0.695, 0.325, 0.297, -0.293, 0.273, 0.082, -0.824, 0.362, 0.327, -0.662, 0.330, 0.315, -0.514, 0.203, 0.317, -0.618, 0.400, 0.305, -0.570, 0.247, 0.316]}

=====

3.
{"formula": "C4H12OSi2", "method": "the ωB97M-V functional and the def2-TZVPD basis", "lumo_ev": 0.61, "relative_energy_kcal_mol": 61.59, "orbital_gap_ev": 9.96, "total_energy_ha": -813.7893, "fmax_ev_per_a": 2.7, "species": ["C", "C", "C", "C", "O", "Si", "Si", "H", "H", "H", "H", "H", "H", "H", "H", "H", "H", "H", "H"], "positions_angstrom": [[-2.16410, 0.86992, 1.86865], [-0.94442, 1.03299, 1.33131], [2.29755, 0.20097, -1.02219], [0.98097, 0.99352, -1.02702], [-1.75093, -0.11809, -1.38282], [-0.00748, -2.14154, 0.07929], [-0.51559, 0.05611, -0.24636], [-2.53295, 1.49837, 2.74331], [-2.78789, 0.10054, 1.53245], [-0.29522, 1.67698, 1.88082], [2.39943, 0.00535, 0.07191], [2.32048, -0.79314, -1.41046], [3.05644, 0.88436, -1.27926], [0.41110, 1.26588, -1.95211], [1.23521, 1.91289, -0.39739], [-2.37004, 0.58559, -1.65642], [-0.68669, -2.71749, 1.33658], [-0.10134, -3.34020, -0.98653], [1.45548, -1.97302, 0.51622]], "forces_ev_per_angstrom": [[0.98, 1.73, 1.46], [-1.45, -1.25, -0.11], [-1.47, 0.38, 2.22], [-1.44, 0.25, 0.85], [-0.34, 0.78, 0.34], [0.72, -2.23, 0.82], [0.25, 1.13, -0.48], [0.55, -1.00, -1.12], [-1.25, -0.80, -0.63], [0.67, 0.66, -0.23], [0.50, 0.14, -0.61], [0.06, -0.32, -1.04], [1.36, 0.16, -0.79], [1.40, 0.13, 0.08], [-0.84, -0.92, -1.04], [0.67, -0.41, 0.38], [0.26, 0.41, -0.76], [0.09, 1.61, 0.91], [-0.71, -0.45, -0.24]], "mulliken_charge": [-0.651, -0.232, -1.227, -0.386, -0.506, 0.314, 0.305, 0.216, 0.268, 0.351, 0.327, 0.371, 0.331, 0.315, 0.259, 0.298, -0.134, -0.096, -0.123]}